Record 1
Formula: C2H3IO2S
Source: OMol25
Level of theory: ωB97M-V with the def2-TZVPD basis set

```
9
Properties=species:S:1:pos:R:3:forces:R:3
C 0.182 0.427 -0.214 0.7 4.0 0.8
C 0.214 -0.870 -0.299 0.6 -0.8 -0.6
O -1.168 -1.105 -2.657 1.1 -0.7 0.2
O 0.097 -3.116 -1.673 -0.3 0.1 -0.8
S -0.072 -1.725 -1.956 1.3 1.6 1.9
I 2.953 -0.689 -2.886 -1.7 -0.6 0.3
H 0.453 0.962 0.819 -0.6 -1.5 -2.3
H 0.081 1.192 -1.061 -0.3 -1.5 1.2
H 0.715 -1.408 0.524 -0.8 -0.6 -0.8
```
Forces are in eV/Å.

Computed properties:
largest force on an atom: 0.07961 hartree/bohr
orbital gap (spin up / spin down): 6.04 / 6.04 eV
LUMO energy (spin up / spin down): -3.34 / -3.34 eV
DFT total energy: -924.23681 a.u.
relative energy (zero: lowest compared OMol25 entry of this formula, charge and spin): 44.9 kcal/mol

Record 2
Formula: C2H3IO2S
Source: OMol25
Level of theory: ωB97M-V with the def2-TZVPD basis set

```
9
Properties=species:S:1:pos:R:3:forces:R:3
C -1.397 0.552 -0.480 -1.6 2.3 -0.1
C -0.876 -0.550 -0.060 1.6 -1.7 0.0
O 1.967 -1.495 -0.136 0.8 -1.2 -0.8
O 1.803 -0.324 2.063 -1.1 -0.3 -2.1
S 1.408 -0.479 0.661 -2.3 1.9 1.4
I 1.922 1.768 -0.423 0.0 -0.5 0.3
H -2.447 0.467 -0.894 1.2 0.0 0.3
H -1.070 1.628 -0.391 0.1 -1.5 0.0
H -1.309 -1.568 -0.338 1.3 1.1 1.0
```
Forces are in eV/Å.

Computed properties:
largest force on an atom: 0.06433 hartree/bohr
orbital gap: 7.90 eV
LUMO energy: -2.05 eV
DFT total energy: -924.23899 a.u.
relative energy (zero: lowest compared OMol25 entry of this formula, charge and spin): 43.5 kcal/mol

Record 3
Formula: C2H3IOS
Source: OMol25
Level of theory: ωB97M-V with the def2-TZVPD basis set

```
8
Properties=species:S:1:pos:R:3:forces:R:3
C 0.780 0.683 0.100 0.4 3.6 -1.1
C -0.561 0.075 0.018 -4.1 0.4 -0.3
O -0.734 -1.191 0.635 0.2 0.6 0.5
S 1.070 2.348 -0.051 -0.6 -3.1 0.6
I 2.215 -0.740 -0.085 1.2 -0.6 0.1
H -0.863 -0.157 -1.099 0.7 1.4 1.8
H -1.381 0.808 0.527 2.0 -1.6 -1.4
H -0.526 -1.826 -0.044 0.1 -0.6 -0.1
```
Forces are in eV/Å.

Computed properties:
largest force on an atom: 0.07957 hartree/bohr
orbital gap: 7.93 eV
LUMO energy: -1.16 eV
DFT total energy: -849.06498 a.u.
relative energy (zero: lowest compared OMol25 entry of this formula, charge and spin): 36.1 kcal/mol

Record 4
Formula: C2H3IOS
Source: OMol25
Level of theory: ωB97M-V with the def2-TZVPD basis set

```
8
Properties=species:S:1:pos:R:3:forces:R:3
C 1.233 1.068 -0.647 -2.3 -2.9 0.1
C -0.954 -0.951 0.490 -2.8 -0.4 -1.6
O 1.080 0.371 -1.593 0.4 1.6 1.9
S -0.227 0.491 1.249 2.1 0.7 -2.0
I 2.563 2.621 -0.350 0.2 0.3 0.1
H -2.117 -0.691 0.513 2.2 -1.0 0.1
H -0.781 -1.966 1.033 0.0 1.9 -1.3
H -0.796 -0.944 -0.695 0.2 -0.3 2.6
```
Forces are in eV/Å.

Computed properties:
largest force on an atom: 0.07195 hartree/bohr
orbital gap (spin up / spin down): 7.37 / 7.37 eV
LUMO energy (spin up / spin down): -1.44 / -1.44 eV
DFT total energy: -849.04309 a.u.
relative energy (zero: lowest compared OMol25 entry of this formula, charge and spin): 49.8 kcal/mol

Record 5
Formula: C2H3IS
Source: OMol25
Level of theory: ωB97M-V with the def2-TZVPD basis set

```
7
Properties=species:S:1:pos:R:3:forces:R:3
C 1.283 0.650 0.533 0.6 -0.3 0.0
C -1.112 -0.763 -0.472 0.0 -0.6 -0.1
S 2.714 -0.001 0.469 -0.9 0.5 0.1
I 0.563 2.566 1.007 0.2 -0.3 -0.1
H -1.837 -0.072 0.063 1.3 -0.8 -1.1
H -1.239 -1.873 -0.319 0.1 1.5 0.0
H -0.372 -0.506 -1.282 -1.3 0.1 1.1
```
Forces are in eV/Å.

Computed properties:
largest force on an atom: 0.03685 hartree/bohr
orbital gap (spin up / spin down): 7.48 / 7.39 eV
LUMO energy (spin up / spin down): -1.18 / -0.66 eV
DFT total energy: -773.71702 a.u.
relative energy (zero: lowest compared OMol25 entry of this formula, charge and spin): 82.2 kcal/mol

Record 6
Formula: C2H3IS2
Source: OMol25
Level of theory: ωB97M-V with the def2-TZVPD basis set

```
8
Properties=species:S:1:pos:R:3:forces:R:3
C -3.649 -1.058 0.193 0.2 -0.5 -1.2
C -0.116 -0.799 -0.479 -0.7 0.3 -0.4
S -3.691 -1.747 -1.214 -0.2 0.3 0.7
S -3.496 -0.353 1.550 -0.1 0.1 0.4
I 1.343 -2.261 0.231 -0.6 0.8 -0.1
H -0.364 0.008 0.245 0.2 -1.1 0.2
H -1.048 -1.427 -0.738 1.8 1.4 0.1
H 0.354 -0.182 -1.289 -0.6 -1.3 0.2
```
Forces are in eV/Å.

Computed properties:
largest force on an atom: 0.04343 hartree/bohr
orbital gap: 9.10 eV
LUMO energy: -0.33 eV
DFT total energy: -1172.05294 a.u.
relative energy (zero: lowest compared OMol25 entry of this formula, charge and spin): 0.0 kcal/mol

Record 7
Formula: C2H3LiO2Rb
Source: OMol25
Level of theory: ωB97M-V with the def2-TZVPD basis set

```
9
Properties=species:S:1:pos:R:3:forces:R:3
H 0.192 0.792 -2.047 1.1 0.0 0.5
O -0.591 0.935 -1.502 -0.9 -0.1 -0.7
C -1.067 -0.164 -0.894 -0.8 1.0 0.9
C -0.064 -0.809 0.004 0.5 -1.9 -0.2
O 0.389 -0.024 1.048 -0.2 0.5 0.0
Rb -0.553 2.606 1.288 0.1 -0.4 -0.1
Li 1.475 -0.397 2.390 -0.2 0.2 -0.2
H 0.777 -1.185 -0.630 0.1 0.1 -0.2
H -0.557 -1.754 0.344 0.2 0.5 0.0
```
Forces are in eV/Å.

Computed properties:
largest force on an atom: 0.03813 hartree/bohr
orbital gap (spin up / spin down): 3.11 / 7.52 eV
spin multiplicity: 2
LUMO energy (spin up / spin down): -0.40 / -0.20 eV
DFT total energy: -259.94150 a.u.
relative energy (zero: lowest compared OMol25 entry of this formula, charge and spin): 12.5 kcal/mol

Record 8
Formula: C2H3LiORb
Source: OMol25
Level of theory: ωB97M-V with the def2-TZVPD basis set

```
8
Properties=species:S:1:pos:R:3:forces:R:3
O 0.337 0.437 -0.654 -0.2 -2.6 -0.8
C -0.011 -0.896 -0.695 -1.0 3.2 7.0
Rb 3.631 -2.110 1.324 -0.2 0.2 0.0
Li 1.046 1.223 1.247 -0.6 -0.9 -1.4
H 0.866 -1.577 -0.720 -0.3 -0.1 -1.1
C -1.077 -1.316 0.309 1.6 -0.1 -4.5
H -2.059 -0.824 0.158 0.7 0.2 0.7
H -1.200 -2.405 0.393 0.0 0.2 0.0
```
Forces are in eV/Å.

Computed properties:
largest force on an atom: 0.15168 hartree/bohr
orbital gap (spin up / spin down): 3.45 / 6.17 eV
spin multiplicity: 2
LUMO energy (spin up / spin down): -0.79 / -0.62 eV
DFT total energy: -184.70960 a.u.

Record 9
Formula: C2H3MgO2
Source: OMol25
Level of theory: ωB97M-V with the def2-TZVPD basis set

```
8
Properties=species:S:1:pos:R:3:forces:R:3
O -2.445 0.861 1.024 0.2 -0.5 -0.6
Mg -1.206 -0.612 0.779 -0.4 1.9 0.9
O -2.139 0.104 2.301 0.3 -0.8 0.0
C 1.231 0.362 -0.838 0.1 -0.5 0.6
C 0.586 -0.722 -0.349 0.2 -0.1 -0.7
H 1.916 0.323 -1.698 -0.1 -0.1 0.3
H 1.209 1.330 -0.321 -0.4 -0.2 -0.4
H 0.848 -1.645 -0.899 0.0 0.3 -0.1
```
Forces are in eV/Å.

Computed properties:
total charge: -1
largest force on an atom: 0.04119 hartree/bohr
orbital gap: 5.12 eV
LUMO energy: 3.17 eV
DFT total energy: -428.47606 a.u.

Record 10
Formula: C2H3N2O2
Source: OMol25
Level of theory: ωB97M-V with the def2-TZVPD basis set

```
9
Properties=species:S:1:pos:R:3:forces:R:3
C 1.251 0.054 -0.153 -0.9 -2.3 0.2
C -1.838 0.226 0.257 1.7 1.6 -0.3
N 2.428 0.411 0.246 2.7 2.1 1.2
N 0.107 0.580 -0.419 -2.1 2.1 0.3
O -2.360 1.229 0.105 0.1 -1.9 0.3
O 3.583 0.591 0.065 -1.5 -0.4 -0.5
H 1.270 -1.003 0.203 -0.3 0.1 -0.7
H -1.666 -0.782 0.668 -0.6 0.4 -0.3
H -0.035 1.630 -0.521 1.0 -1.7 -0.1
```
Forces are in eV/Å.

Computed properties:
total charge: +1
largest force on an atom: 0.07019 hartree/bohr
orbital gap (spin up / spin down): 8.28 / 8.29 eV
LUMO energy (spin up / spin down): -6.00 / -6.00 eV
DFT total energy: -337.51567 a.u.
relative energy (zero: lowest compared OMol25 entry of this formula, charge and spin): 139.6 kcal/mol

Record 11
Formula: C2H3N2O2S
Source: OMol25
Level of theory: ωB97M-V with the def2-TZVPD basis set

```
10
Properties=species:S:1:pos:R:3:forces:R:3
C -0.398 1.400 -0.640 1.2 1.5 0.8
C 0.852 -0.900 1.037 -1.3 2.3 0.1
N -0.304 0.177 -1.182 -1.5 -2.7 -1.2
N -0.040 -1.265 0.213 0.3 1.9 -1.6
O -0.684 -2.225 -0.137 0.0 -0.2 0.2
O -1.336 2.176 -0.615 -1.8 -0.1 -0.7
S 1.124 1.908 -0.015 1.3 0.6 0.8
H 1.089 0.293 1.191 -0.2 -2.0 -1.4
H 0.893 -1.490 1.901 0.4 -1.2 1.0
H -1.197 -0.074 -1.753 1.4 0.0 2.0
```
Forces are in eV/Å.

Computed properties:
total charge: -1
largest force on an atom: 0.06484 hartree/bohr
orbital gap (spin up / spin down): 6.45 / 6.45 eV
LUMO energy (spin up / spin down): 3.18 / 3.18 eV
DFT total energy: -736.07123 a.u.
relative energy (zero: lowest compared OMol25 entry of this formula, charge and spin): 95.4 kcal/mol

Record 12
Formula: C2H3N2OP
Source: OMol25
Level of theory: ωB97M-V with the def2-TZVPD basis set

```
9
Properties=species:S:1:pos:R:3:forces:R:3
C -1.126 1.065 -0.920 -0.1 -0.9 1.0
C 0.299 -1.343 0.073 -0.6 -2.2 0.6
N 0.664 -0.734 -2.257 -0.6 -1.3 2.9
N 0.466 -1.094 -1.183 1.5 2.2 -3.5
O -0.537 1.162 0.262 -0.5 1.6 -1.2
P -0.022 -0.019 1.313 -1.5 -2.2 -0.8
H -1.178 2.099 -1.274 0.0 0.6 0.1
H 0.045 -2.462 0.109 0.2 1.9 0.9
H 1.133 0.672 1.491 1.5 0.3 -0.1
```
Forces are in eV/Å.

Computed properties:
largest force on an atom: 0.08583 hartree/bohr
orbital gap: 8.84 eV
LUMO energy: 0.30 eV
DFT total energy: -603.91891 a.u.
relative energy (zero: lowest compared OMol25 entry of this formula, charge and spin): 114.8 kcal/mol